{
  "formula": "C32H72ClFNO7P2",
  "method": "wB97M-V/def2-TZVPD",
  "orbital_gap_ev": 7.870,
  "charge": 1,
  "fmax_ev_per_a": 3.4,
  "species": ["C", "C", "C", "F", "C", "P", "C", "C", "C", "C", "C", "C", "P", "O", "Cl", "N", "C", "C", "C", "C", "C", "O", "C", "O", "H", "H", "H", "H", "H", "H", "H", "H", "H", "H", "H", "H", "H", "H", "H", "H", "H", "H", "H", "H", "H", "H", "H", "H", "H", "H", "H", "H", "H", "H", "H", "H", "C", "C", "O", "C", "C", "H", "H", "H", "H", "H", "H", "H", "H", "H", "H", "C", "C", "O", "C", "C", "H", "H", "H", "H", "H", "H", "H", "H", "H", "H", "C", "C", "O", "C", "C", "H", "H", "H", "H", "H", "H", "H", "H", "H", "H", "C", "C", "O", "C", "C", "H", "H", "H", "H", "H", "H", "H", "H", "H", "H"],
  "positions_angstrom": [[4.3386, -0.1339, 3.6155], [3.3173, 0.8364, 3.0223], [2.0207, 0.1470, 2.6546], [1.2806, -0.0995, 3.8364], [1.0511, 0.8442, 1.6658], [0.9748, 2.6720, 2.1463], [0.1365, 3.6002, 0.7858], [-1.3690, 3.4927, 0.4593], [0.0453, 2.8586, 3.7393], [-1.2602, 3.6654, 3.7190], [1.6279, 0.7595, 0.2387], [1.1867, -0.5905, -0.3243], [1.5349, -0.5018, -2.1820], [0.3248, -1.3196, -2.8915], [3.1017, -1.7918, -2.3202], [-0.2424, -0.5943, 0.1282], [-0.1942, -0.1431, 1.6059], [-1.5959, 0.2577, 2.0568], [-2.4958, -0.8811, 2.5836], [-1.8842, -1.7639, 3.6894], [-1.6088, -3.1809, 3.1974], [-1.0699, -3.9824, 4.2439], [0.2663, -4.0358, 4.3257], [0.8544, -4.0714, 5.3183], [5.3279, 0.3294, 3.6652], [4.0516, -0.4251, 4.6323], [4.4324, -1.0516, 3.0205], [3.0730, 1.6041, 3.7677], [3.7264, 1.3434, 2.1400], [2.2555, -0.8556, 2.2498], [0.3972, 4.6558, 0.9181], [0.6917, 3.2869, -0.1058], [-1.9138, 4.3597, 0.8449], [-1.5427, 3.4964, -0.6240], [-1.8419, 2.6241, 0.9051], [0.7591, 3.3664, 4.3985], [-0.1149, 1.8741, 4.1937], [-1.1190, 4.6501, 3.2608], [-1.6185, 3.8159, 4.7429], [-2.0571, 3.1636, 3.1624], [2.7003, 0.9574, 0.1601], [1.1031, 1.4945, -0.3852], [1.6979, -1.4416, 0.1410], [-0.0809, -2.0056, -2.3310], [-0.6263, -1.5419, 0.0954], [-0.8694, -0.0039, -0.4310], [0.1288, -1.0566, 2.1153], [-2.1071, 0.6966, 1.1922], [-1.5256, 1.0565, 2.7947], [-3.4011, -0.4076, 2.9766], [-2.8296, -1.5058, 1.7395], [-2.5565, -1.8290, 4.5499], [-0.9395, -1.3338, 4.0477], [-2.5236, -3.6740, 2.8536], [-0.9060, -3.1679, 2.3419], [0.7454, -4.1318, 3.3308], [4.1119, -3.9819, 0.8206], [5.4563, -3.8051, 1.5093], [5.4449, -2.8491, 2.5541], [4.5756, -3.1226, 3.6441], [4.8568, -4.4241, 4.3680], [3.7632, -3.0204, 0.4330], [4.2053, -4.6753, -0.0160], [3.3513, -4.3788, 1.4958], [6.1860, -3.4236, 0.7947], [5.8312, -4.7710, 1.8626], [3.5308, -3.0921, 3.3155], [4.7113, -2.2828, 4.3244], [4.7095, -5.2956, 3.7280], [4.1804, -4.5171, 5.2177], [5.8829, -4.4422, 4.7363], [-0.2650, 7.4250, -4.0740], [0.1703, 7.1393, -2.6488], [-0.2092, 5.8537, -2.1704], [0.2993, 4.7535, -2.8993], [1.8173, 4.6787, -2.9379], [-1.3461, 7.3195, -4.1743], [0.0093, 8.4457, -4.3416], [0.2117, 6.7584, -4.7940], [-0.3149, 7.8358, -1.9653], [1.2502, 7.2861, -2.5414], [-0.1072, 4.7323, -3.9169], [-0.0937, 3.8708, -2.3862], [2.2574, 5.5293, -3.4579], [2.1308, 3.7748, -3.4634], [2.2272, 4.6549, -1.9259], [-3.0284, -4.0069, -4.7758], [-2.0647, -3.2817, -3.8592], [-2.3538, -3.3795, -2.4630], [-2.3792, -4.7000, -1.9300], [-1.0655, -5.4487, -2.0611], [-4.0489, -3.6547, -4.6193], [-2.7511, -3.8202, -5.8131], [-3.0144, -5.0861, -4.6202], [-2.0929, -2.2094, -4.0561], [-1.0365, -3.6109, -4.0485], [-3.1927, -5.2760, -2.3801], [-2.6317, -4.5679, -0.8767], [-0.7873, -5.6173, -3.1013], [-1.1494, -6.4241, -1.5815], [-0.2522, -4.9004, -1.5774], [-4.7269, 1.8822, -5.2859], [-3.8957, 2.5016, -4.1777], [-4.3508, 2.1942, -2.8668], [-4.3825, 0.8274, -2.5175], [-3.0204, 0.1542, -2.5652], [-5.7704, 2.1858, -5.1973], [-4.3509, 2.2136, -6.2543], [-4.6875, 0.7918, -5.2743], [-3.9488, 3.5886, -4.2331], [-2.8395, 2.2280, -4.2940], [-5.0936, 0.2688, -3.1363], [-4.7698, 0.8108, -1.4977], [-2.5921, 0.1363, -3.5675], [-3.0889, -0.8789, -2.2132], [-2.3263, 0.7162, -1.9247]],
  "mulliken_charge": [-1.216, -0.657, -0.749, -0.507, 2.600, -0.438, 0.133, -0.856, -0.425, -1.268, -2.021, -0.373, 0.134, -0.243, -0.228, 1.086, -0.051, -0.380, -1.153, -0.374, -0.429, -0.380, 0.246, -0.396, 0.355, 0.428, 0.079, 0.388, 0.536, -0.185, 0.741, -0.270, 0.390, 0.065, 0.112, 0.594, 0.430, 0.334, 0.418, 0.240, 0.364, 0.171, 0.841, 0.179, 0.592, -0.531, 0.316, -0.017, 0.086, 0.474, 0.456, 0.492, 0.074, 0.339, 0.137, 0.301, -0.540, -0.535, -0.454, 0.133, -1.558, -0.019, 0.490, 0.153, 0.377, 0.330, 0.079, 0.437, 0.334, 0.447, 0.363, -1.040, -0.380, -0.351, 0.184, -1.280, 0.281, 0.397, 0.266, 0.320, 0.334, 0.302, -0.122, 0.397, 0.389, 0.299, -1.490, -0.121, -0.353, -0.401, -1.011, 0.325, 0.434, 0.334, 0.305, 0.382, 0.332, 0.351, 0.294, 0.437, 0.212, -1.163, -0.086, -0.453, -0.940, -0.100, 0.302, 0.408, 0.254, 0.398, 0.167, 0.360, 0.371, 0.309, 0.419, -0.290]
}